The following is a quantum chemistry calculation of C21H23N3O2S2 in the gas phase, from the Open Molecules 2025 dataset.

The total energy is -52386.0452 eV. Its HOMO energy is -8.1 eV. The value obtained for the HOMO-LUMO gap is 8.03 eV. The molar mass comes out at 413.57 g mol⁻¹. The SMILES is CCCCOc1cccc(-c2nnc(NC(=O)CSc3ccc(C)cc3)s2)c1.

The geometry in XYZ format:
```
51
Properties=species:S:1:pos:R:3:forces:R:3
S -1.100 -0.403 -0.982 0.578 0.776 -0.077
S 3.562 1.090 -0.084 -0.030 0.112 -0.132
O 3.452 -1.642 -2.343 0.072 -0.102 -0.074
O -6.214 0.740 0.143 -0.055 0.244 0.049
N -0.405 2.054 -1.035 -1.341 0.995 0.430
N 1.475 -0.818 -1.718 -0.185 -0.767 -0.091
N 0.686 1.394 -1.367 1.514 -0.718 -0.420
C 5.870 -0.451 -0.395 0.041 0.018 0.019
C -5.216 2.840 0.279 -0.061 -0.237 -0.012
C 5.894 1.274 1.278 -0.103 -0.038 -0.061
C 7.174 -0.772 -0.059 0.071 0.057 0.069
C 9.267 -0.433 1.297 0.003 0.055 0.007
C 0.536 0.113 -1.394 -1.219 0.019 0.284
C -6.709 -3.646 0.657 0.248 0.023 -0.016
C 2.815 -0.667 -2.019 0.279 0.108 -0.097
C -1.439 1.328 -0.798 0.611 -0.947 -0.230
C 7.188 0.933 1.611 0.007 -0.100 -0.026
C 3.391 0.709 -1.870 0.306 0.247 0.406
C -5.406 -2.894 0.903 -0.163 0.126 0.121
C -6.177 -0.661 -0.048 0.043 -0.382 0.201
C -3.829 0.973 -0.318 -0.024 -0.049 -0.017
C -2.888 3.199 -0.181 0.157 -0.278 -0.066
C -2.737 1.835 -0.427 -0.770 0.543 0.251
C 5.232 0.586 0.267 -0.314 -0.002 -0.214
C 7.852 -0.091 0.941 -0.028 -0.025 -0.007
C -5.614 -1.403 1.167 0.071 0.076 -0.273
C -5.077 1.470 0.032 0.084 0.322 0.024
C -4.132 3.688 0.172 -0.082 -0.089 0.000
H 5.368 -1.019 -1.162 -0.083 -0.033 -0.071
H 9.932 0.386 1.022 0.107 -0.005 0.002
H 1.156 -1.780 -1.755 0.210 0.180 -0.034
H -4.904 -3.329 1.769 0.078 -0.012 -0.063
H 5.384 2.074 1.793 -0.009 0.142 0.058
H -4.259 4.742 0.366 -0.021 0.093 0.018
H -4.746 -3.020 0.041 0.105 -0.031 0.012
H -6.192 3.210 0.550 -0.118 0.043 0.032
H 9.364 -0.593 2.369 0.077 -0.041 0.055
H 4.374 0.765 -2.332 -0.101 -0.110 -0.059
H -2.030 3.844 -0.269 0.075 0.080 -0.001
H 7.665 -1.577 -0.586 0.079 -0.086 -0.035
H 2.717 1.470 -2.258 0.151 -0.081 -0.028
H -7.222 -0.936 -0.208 0.154 -0.012 -0.074
H -7.399 -3.490 1.484 -0.127 -0.004 0.076
H -6.516 -4.712 0.569 -0.081 -0.102 -0.037
H -4.659 -0.952 1.445 -0.036 0.041 0.044
H -6.297 -1.267 2.008 0.006 0.048 0.048
H 9.593 -1.331 0.777 0.071 -0.053 -0.003
H 7.697 1.473 2.396 0.056 0.064 0.091
H -7.188 -3.312 -0.260 -0.130 -0.016 -0.095
H -5.610 -0.914 -0.953 -0.058 0.024 0.010
H -3.677 -0.077 -0.519 -0.117 -0.116 0.007
```
Positions in Å, forces in eV/Å.


The following is a quantum chemistry calculation of 2 unconnected molecules or ions with the total composition C3H12NO, from the Open Molecules 2025 dataset.

The total energy is -6836.8621 eV. Its HOMO energy is -15.9 eV. As for the charge: +1. The value obtained for the HOMO-LUMO gap is 12.77 eV. The molar mass comes out at 78.13 g mol⁻¹.

The geometry in XYZ format:
```
17
Properties=species:S:1:pos:R:3:forces:R:3
O 1.102 2.282 -0.876 0.407 -0.348 0.156
N 0.350 -0.327 0.622 -0.245 -1.966 0.259
C -1.702 0.519 -0.534 -0.147 0.025 0.244
C -0.881 -0.710 -0.157 -0.034 0.690 -0.758
C 1.110 -1.580 0.998 0.044 0.258 0.080
H 0.110 0.077 1.519 -0.116 0.863 -0.172
H 0.899 0.283 0.017 0.097 0.696 0.301
H 1.769 -1.345 1.825 0.248 0.024 -0.063
H -0.439 -1.195 -1.023 -0.393 -0.276 -0.159
H -1.484 -1.413 0.405 0.288 -0.126 0.252
H -1.548 0.903 -1.534 0.310 -0.091 -0.126
H -1.504 1.312 0.168 0.198 0.478 0.210
H 0.389 -2.315 1.336 -0.095 -0.055 -0.009
H 2.040 2.493 -0.746 -0.285 0.106 -0.070
H 0.892 2.640 -1.746 -0.034 -0.001 0.030
H 1.659 -1.970 0.150 0.029 0.098 -0.101
H -2.763 0.345 -0.425 -0.270 -0.374 -0.074
```
Positions in Å, forces in eV/Å.


The following is a quantum chemistry calculation of a molecular structure, C3Na8O9, from the Open Molecules 2025 dataset.

Its multiplicity is 2. The total energy is -56845.8911 eV. Its HOMO energy (spin up / spin down) is -13.8 / -13.8 eV. As for the charge: +3. The value obtained for the HOMO-LUMO gap (spin up / spin down) is 2.65 / 2.65 eV. Its expectation value of S² is 0.76. The molar mass comes out at 363.94 g mol⁻¹.

The geometry in XYZ format:
```
20
Properties=species:S:1:pos:R:3:forces:R:3
Na 2.125 -3.045 0.030 0.117 -0.143 -0.027
Na 1.208 -0.577 -2.450 0.395 0.333 -0.222
Na -0.432 2.334 2.548 0.037 -0.265 0.097
Na -1.501 -1.680 2.128 -1.317 0.043 0.110
Na -2.931 0.794 -0.356 -0.830 -0.830 0.134
Na 1.336 3.109 -0.289 1.201 -0.127 -0.612
Na 3.213 0.236 1.877 0.249 0.794 -0.898
Na -1.882 -2.460 -0.812 -1.234 0.200 0.078
O 3.488 1.627 -0.398 -2.609 -2.361 5.240
O 1.217 -0.899 -0.145 3.249 -3.170 -1.375
O 4.604 1.577 -2.081 10.177 -5.779 -7.422
O 3.166 2.989 -2.011 -3.345 2.455 -1.593
O -3.469 -1.196 0.743 11.734 4.848 2.714
O -5.093 -2.354 1.180 -2.274 -2.473 2.205
O -4.914 -1.444 -0.714 -1.637 1.603 -6.701
O 0.892 1.027 0.919 1.887 1.008 1.594
O -0.731 -0.255 0.520 -3.541 -1.877 0.211
C 3.702 1.985 -1.548 -5.150 5.233 4.724
C -4.503 -1.650 0.381 -5.295 -3.710 1.693
C 0.504 -0.120 0.479 -1.815 4.216 0.050
```
Positions in Å, forces in eV/Å.